1.
# C26H37GeN4O2RhS

A molecular structure, C26H37GeN4O2RhS (ωB97M-V with the def2-TZVPD basis set, the Open Molecules 2025 dataset).

Values from the calculation:
Highest occupied orbital energy (spin up / spin down) ... -0.258 / -0.258 Ha
Gap between HOMO and LUMO (spin up / spin down) ... 6.4012 / 6.3997 eV
E_tot ... -3968.01627 a.u.
LUMO (spin up / spin down) ... -0.61 / -0.61 eV
Energy relative to the best compared isomer or geometry (same formula, charge and spin) ... 38.9 kJ/mol

Structure (XYZ):
```
72
Properties=species:S:1:pos:R:3:forces:R:3:mulliken_charge:R:1
C -2.39971 -2.21376 6.49366 0.02 -0.03 0.08 1.0839
H -0.33475 -1.57363 -4.14816 -0.02 0.00 -0.01 0.3545
C 1.54613 3.48631 -3.03913 -0.10 -0.07 -0.09 -1.3613
C -2.52471 -1.47934 3.81267 -0.01 -0.02 0.05 -0.4607
H 4.33381 -0.51180 -1.38758 0.00 0.02 -0.03 0.3741
N -2.37878 -2.61332 7.82944 -0.02 -0.01 -0.05 -0.5869
C 1.04073 2.35870 3.32868 0.03 0.01 0.00 -0.9952
C 1.85578 -1.22104 -2.02275 -0.16 0.08 -0.02 0.7015
H -1.41928 -4.18614 -1.69114 -0.03 -0.01 0.03 0.3527
H -1.19148 -3.11985 3.45656 0.00 0.00 -0.02 0.2293
C -1.48606 -3.10253 -1.56820 0.02 0.08 0.07 -1.8223
H 3.57262 -0.77184 -3.24545 0.02 0.02 0.00 0.5305
H 0.06115 0.03940 -3.53777 -0.01 0.00 -0.04 0.4618
H 1.15921 4.10294 0.98479 0.00 0.00 0.04 0.3485
H -2.16096 -2.90064 -0.73488 -0.02 0.00 0.02 0.2011
H -0.00527 4.49532 -0.27840 0.01 0.05 0.02 0.3669
C 3.51877 2.36805 -0.84695 0.07 0.02 -0.02 -1.2428
H 3.95494 1.93153 -1.74600 0.04 -0.01 0.03 0.4180
H 2.37667 -2.62081 2.10554 -0.01 -0.01 0.01 0.3256
H 1.62393 3.16682 3.74234 0.02 -0.01 0.00 0.4517
C 1.96805 -2.57513 -0.01587 0.01 0.15 0.21 0.3559
N -1.11351 -0.61335 1.65605 -0.21 -0.23 0.06 -0.0927
C 2.73576 -3.08301 1.18270 -0.10 -0.03 -0.01 -2.3426
C 1.05003 4.30417 -0.07808 -0.19 -0.02 0.15 -1.2003
H 2.14631 2.88504 -3.72184 -0.02 -0.03 0.00 0.3969
H 2.61647 -4.16034 1.29177 0.02 -0.01 -0.01 0.4462
O -3.52940 0.08186 1.99832 0.02 0.01 0.00 -0.7910
C -0.11692 -2.54255 -1.30096 0.05 -0.08 -0.19 1.9474
C -3.18378 -1.13376 6.09121 -0.03 0.05 -0.03 -0.7772
C -1.74522 -2.56099 4.19984 -0.04 0.05 0.01 -0.0929
Ge 1.65258 2.82769 -1.19629 0.42 0.18 -0.39 0.6064
C 2.60083 -1.72349 -0.93136 0.36 -0.45 -0.10 2.3371
H 2.04802 -0.74498 -4.10474 0.02 0.01 -0.01 0.4489
H 4.25378 -1.04664 0.26948 0.01 0.00 -0.02 0.5257
H -2.61580 -1.89731 8.49618 0.01 0.00 0.00 0.2256
O -2.91371 -2.22728 1.37504 0.03 -0.04 -0.05 -0.8149
H -0.34684 -4.86292 0.25668 0.04 -0.01 0.00 0.3298
C 0.61840 -3.00030 -0.21587 0.05 -0.02 0.12 0.9273
H 3.79844 -2.88166 1.09813 -0.01 -0.01 0.02 0.5126
H 1.91441 4.51202 -3.07701 0.01 0.00 0.02 0.4214
H 0.51400 3.48339 -3.39123 0.01 0.02 -0.03 0.4060
C -0.05518 -3.93397 0.75329 -0.03 0.03 -0.08 -2.1107
H -1.07439 -3.77136 5.83525 0.00 0.00 0.00 0.2944
H 4.07084 3.28060 -0.61511 0.01 -0.02 0.00 0.4826
H 3.65288 1.66432 -0.02792 -0.05 -0.04 0.01 0.2226
H -0.58038 2.46446 4.74850 0.00 0.01 -0.01 0.4220
C -0.34016 -0.93349 -3.26160 0.04 -0.05 0.03 -2.6469
S -2.60887 -1.02010 2.10933 -0.05 0.02 -0.05 1.2770
H -0.63621 1.68222 -0.91931 -0.02 -0.06 -0.10 0.3054
C 4.05437 -1.34923 -0.75781 -0.05 0.00 0.05 -2.6761
C -3.24011 -0.76407 4.75903 0.04 -0.03 0.03 -0.2414
H 2.47429 0.59770 -3.05535 0.02 -0.02 0.00 0.1767
H 0.57391 -4.18891 1.59926 -0.01 0.01 0.04 0.4484
Rh 0.71330 -0.31829 -0.28894 0.52 0.98 -0.70 0.8046
N -0.92158 1.00028 3.37282 -0.03 0.06 0.03 -0.4066
H 2.40101 1.86445 1.73980 0.01 0.03 -0.01 0.6121
H -1.37266 -0.78323 -2.95605 0.00 0.01 0.00 0.6239
H -3.75147 -0.58161 6.83141 0.00 0.00 0.00 0.2905
C -0.18198 1.96661 3.86843 -0.03 -0.03 0.03 -0.2826
H -0.97279 -3.46995 1.11930 -0.02 -0.01 0.01 0.3117
H -3.82790 0.08451 4.43849 0.00 0.00 -0.01 0.4983
C -1.67848 -2.92387 5.53226 0.02 -0.02 -0.03 -0.8711
H 1.61859 5.19990 -0.32866 0.02 -0.01 -0.02 0.3952
C 0.41569 1.34254 -0.92559 -0.44 -0.47 0.56 -0.9364
C 2.52723 -0.48727 -3.16213 -0.07 0.05 0.06 -2.1870
C 1.45844 1.64556 2.22756 0.24 -0.20 0.03 -0.3490
C -0.46141 0.35501 2.27485 0.16 0.02 0.28 0.2352
H 4.71583 -2.18759 -0.99085 0.01 0.00 -0.01 0.4073
C 0.46266 -1.54052 -2.13450 -0.07 0.06 0.11 0.5204
N 0.75887 0.64035 1.71430 -0.51 0.07 -0.06 0.1879
H -1.92715 -2.69843 -2.47416 0.00 -0.02 -0.01 0.4637
H -1.57208 -3.14796 8.10619 0.01 0.01 0.01 0.2211
```
Forces are in eV/Å.

2.
# C12H23O2PSTl

A molecular structure, C12H23O2PSTl (ωB97M-V with the def2-TZVPD basis set, the Open Molecules 2025 dataset).

Values from the calculation:
Highest occupied orbital energy ... -0.643 Ha
Gap between HOMO and LUMO ... 4.1232 eV
E_tot ... -1532.32104 a.u.
LUMO ... -13.39 eV
Total charge ... +3

Structure (XYZ):
```
40
Properties=species:S:1:pos:R:3:forces:R:3:mulliken_charge:R:1
H 1.97136 1.03609 -0.78719 0.16 -0.03 0.10 0.4187
C -2.08559 1.21448 0.06032 -0.18 -0.25 -0.52 -0.0591
C -1.94793 1.82447 -1.20952 0.66 0.45 0.41 -0.2160
H 0.71082 0.34451 -2.85957 -0.04 0.03 -0.24 0.5374
H -3.00134 1.80129 -1.58802 -0.21 -0.25 -0.03 0.4238
C 0.21536 0.50823 -1.90046 0.08 -0.23 0.15 0.2063
H -0.03795 -0.74034 -0.14280 -0.09 0.00 0.12 0.1684
H -1.76359 0.23735 -2.70911 -0.17 -0.14 0.04 0.5103
H 1.87475 -4.05488 1.70849 0.93 0.38 -1.75 -0.2165
C -3.47746 2.45375 1.67720 0.39 0.14 0.21 -1.2302
H -0.67606 -1.42087 -1.64259 -0.09 -0.30 0.06 0.6640
H 1.33961 2.36676 -1.71701 -0.11 0.23 -0.05 0.4137
H -3.42039 2.97846 2.62240 -0.05 0.07 0.19 0.4302
H 4.14571 -2.10530 1.37043 0.11 -0.15 -0.37 0.4811
C -2.16586 1.93087 1.30286 -0.06 0.27 0.46 0.7305
C 3.36701 -1.39260 1.65866 0.33 -0.10 0.23 0.0488
H -3.85068 3.13091 0.89903 -0.24 -0.14 -0.23 0.4016
H -0.33871 1.24509 2.11542 0.25 0.01 -0.01 0.3782
O 2.27570 -1.34039 0.86251 -0.64 -0.02 -0.57 -0.3248
H 0.54226 1.83957 -0.22140 -0.12 0.08 0.19 0.0671
O 3.43423 -0.71752 2.62427 -0.09 0.35 0.55 -0.3810
H 1.34091 -2.41664 -2.14877 -0.03 -0.05 -0.24 0.4124
C 1.47558 -1.62870 -1.41222 -0.11 0.11 -0.13 -1.5779
H 1.91116 -4.86893 -0.39028 0.38 0.02 0.03 0.2055
H -1.67649 2.87465 -1.12308 -0.04 0.16 -0.11 0.5143
C -1.15531 1.03936 -2.30227 0.04 -0.10 -0.59 -1.4391
C 1.05283 1.50215 -1.12844 0.20 -0.16 -0.05 -1.1949
H -1.04318 1.76175 -3.10610 -0.09 0.21 -0.06 0.4134
H -1.28030 2.42164 3.14382 0.03 0.08 0.21 0.4993
H -4.17274 1.60682 1.76436 -0.27 -0.02 -0.18 0.4343
Tl 1.56917 -4.33769 3.65610 -0.42 -0.37 1.70 0.9211
C -0.99963 2.11219 2.14519 -0.20 -0.35 -0.14 -1.3577
H 3.17384 -2.53486 -0.58040 0.22 -0.08 0.07 0.7395
H -2.22730 0.13022 0.10719 -0.09 -0.15 0.13 0.5571
H -0.43448 2.93707 1.66963 0.12 0.14 -0.08 0.4358
H 2.19427 -0.93230 -1.83576 0.22 0.00 -0.13 0.5084
S -0.55339 -3.86390 0.49383 0.15 0.16 0.28 -0.2788
P 1.38105 -3.82053 0.37054 -1.32 -0.07 -0.34 0.2542
C 0.15323 -0.86601 -1.21785 -0.01 0.36 0.20 -0.2089
C 2.17951 -2.25623 -0.22942 0.40 -0.27 0.50 -0.2906
```
Forces are in eV/Å.

> The highest E_tot belongs to which entry?

C12H23O2PSTl

> Which formula does entry 1 have?

C26H37GeN4O2RhS

> E_tot of number 2 (C12H23O2PSTl)?

-1532.32104 a.u.